ORCA calculation (ωB97M-V/def2-TZVPD) on a cluster of 2 separate species, C4H8NO3 in total in a non-equilibrium geometry.

Calculated values
- Total charge: -1
- Spin multiplicity: 1
- HOMO energy: -0.16152 Ha
- Electronic energy: -11912.9412 eV
- Relative energy (zero: lowest compared OMol25 entry of this formula, charge and spin): 8.1 kcal per mole
- LUMO energy: 3.793 eV

Atoms and positions in Å:
H 1.200 0.165 -0.034
C -0.912 -1.805 -1.209
O 1.652 2.355 2.214
H -0.513 1.827 -0.209
H -2.141 -3.213 -0.072
H -3.030 -1.825 -0.790
H 0.260 3.371 0.054
H -0.856 2.704 1.241
C -2.124 -2.153 -0.307
C 1.134 1.874 1.214
O -1.017 -2.274 -2.369
O -0.040 -1.037 -0.759
H -2.083 -1.568 0.630
N 1.695 0.765 0.628
C -0.049 2.449 0.560
H 2.323 0.204 1.192

Atoms 1-3, force components in eV/Å:
H -0.55 0.30 -0.05
C -1.28 -0.30 -1.20
O -0.31 0.45 0.15